This record from OMol25 describes a structure of composition C26H24Cl2F6GeMoNO9S2. The level of theory is the ωB97M-V functional and the def2-TZVPD basis.

Last column: Löwdin charge in e.
CARTESIAN COORDINATES (ANGSTROEM)
Mo: -0.071 0.502 0.271  1.62
C: -3.044 -0.717 3.179  0.00
C: -1.581 -0.616 2.797  -0.49
C: -0.644 -0.597 3.994  0.00
O: -1.395 0.576 2.002  -0.13
C: -1.166 -1.769 1.875  -0.57
O: -1.467 -2.906 2.192  0.06
O: -0.448 -1.426 0.862  -0.17
H: -3.313 0.090 3.866  0.09
H: -3.225 -1.676 3.661  0.09
H: -3.664 -0.645 2.286  0.10
H: -0.880 0.246 4.650  0.09
H: 0.393 -0.520 3.661  0.09
H: -0.763 -1.522 4.556  0.10
H: -1.233 1.361 2.543  0.11
F: -3.199 -2.652 -3.588  0.13
C: -3.658 -2.133 -2.448  -0.68
F: -4.970 -1.910 -2.586  0.13
F: -3.482 -3.023 -1.474  0.14
S: -2.799 -0.550 -2.070  0.58
O: -3.288 -0.168 -0.779  -0.28
O: -3.053 0.279 -3.207  -0.26
N: -1.331 -1.065 -1.931  -0.30
S: 0.054 -0.900 -2.582  0.61
O: 0.916 -0.264 -1.566  -0.41
O: 0.578 -2.069 -3.208  -0.28
C: -0.003 0.326 -3.976  -0.68
F: -0.459 1.510 -3.627  0.16
F: 1.251 0.463 -4.423  0.13
F: -0.750 -0.169 -4.962  0.14
C: 1.452 0.862 0.967  -0.38
Ge: 2.464 2.501 1.012  0.92
C: 4.281 2.146 1.637  -0.28
C: 5.261 3.138 1.606  -0.12
C: 6.541 2.889 2.078  -0.10
C: 6.860 1.637 2.588  -0.10
C: 5.897 0.639 2.619  -0.09
C: 4.615 0.893 2.146  -0.10
C: 2.546 3.406 -0.705  -0.27
C: 1.475 4.171 -1.164  -0.11
C: 1.513 4.748 -2.426  -0.08
C: 2.617 4.559 -3.246  -0.10
C: 3.685 3.790 -2.804  -0.09
C: 3.647 3.217 -1.540  -0.10
C: 1.472 3.570 2.320  -0.26
C: 0.889 2.933 3.417  -0.12
C: 0.156 3.646 4.353  -0.09
C: -0.006 5.019 4.207  -0.10
C: 0.577 5.667 3.129  -0.09
C: 1.312 4.946 2.194  -0.10
H: 5.025 4.118 1.203  0.10
H: 7.292 3.669 2.047  0.10
H: 7.859 1.439 2.955  0.09
H: 6.143 -0.342 3.007  0.10
H: 3.866 0.108 2.158  0.09
H: 0.592 4.284 -0.547  0.09
H: 0.668 5.325 -2.778  0.10
H: 2.639 4.998 -4.235  0.10
H: 4.542 3.628 -3.446  0.10
H: 4.483 2.612 -1.205  0.10
H: 1.018 1.861 3.536  0.08
H: -0.286 3.136 5.202  0.10
H: -0.583 5.579 4.932  0.10
H: 0.453 6.737 3.009  0.10
H: 1.750 5.465 1.349  0.10
O: -0.427 1.882 -1.024  -0.42
O: -0.846 2.300 0.267  -0.38
Cl: 2.106 -4.345 2.136  0.47
C: 0.884 -4.603 0.861  -1.00
Cl: 1.379 -3.918 -0.683  0.56
H: -0.028 -4.117 1.189  -0.02
H: 0.766 -5.674 0.743  0.02

Computed properties:
**Gap between HOMO and LUMO**: 8.27 eV
**HOMO level**: -0.214 Eh
**Total charge**: -1
**E_tot**: -168661.102 eV